Entry 1:
Molecular formula: C2H4ClOP
Method: DFT, ωB97M-V/def2-TZVPD

**Multiplicity**: 1
**HOMO**: -0.317 hartree
**Orbital gap**: 8.67 eV
**SMILES string**: CO/C=P/Cl
**Energy above the lowest of the compared OMol25 structures with the same formula, charge and spin**: 227.08 kJ/mol
**Charge**: 0
**LUMO level**: 0.0012 Eh

Positions of all 9 atoms, in Å:
Cl -3.66 0.78 -0.27
P -2.45 -0.38 0.77
O 0.28 -0.61 0.49
C 1.55 -0.24 0.09
C -0.99 0.05 -0.04
H 1.53 0.53 -0.81
H 2.19 0.23 0.85
H -0.60 0.73 -0.84
H 2.16 -1.08 -0.23

Entry 2:
Molecular formula: C28H76N2O10
Method: DFT, ωB97M-V/def2-TZVPD

**Multiplicity**: 1
**HOMO**: -0.347 hartree
**Orbital gap**: 9.73 eV
**SMILES string**: NC(N)=O.CC(C)O.CC(C)O.CC(C)O.CC(C)O.CC(C)O.CC(C)O.CC(C)O.CC(C)O.CC(C)O
**Energy above the lowest of the compared OMol25 structures with the same formula, charge and spin**: 39.21 kJ/mol
**Charge**: 0
**LUMO level**: 0.0106 Eh

Positions of all 116 atoms, in Å:
O 16.63 -16.11 2.69
O 14.46 -7.71 -0.77
O 22.51 -12.27 2.87
O 20.60 -15.50 9.79
O 17.93 -9.03 8.44
O 15.83 -13.48 3.46
O 15.70 -10.12 7.98
O 13.54 -15.35 3.76
O 19.90 -13.15 -0.05
O 12.17 -15.52 1.29
N 13.96 -11.37 8.59
N 13.71 -9.12 8.16
C 18.67 -11.07 0.25
C 18.79 -11.14 7.54
C 21.11 -13.36 4.44
C 16.02 -11.46 4.72
C 12.41 -15.81 -1.12
C 21.73 -12.01 4.07
C 20.37 -14.58 8.73
C 14.41 -10.18 -1.12
C 13.70 -14.03 0.12
C 17.86 -16.79 2.52
C 22.69 -11.49 5.19
C 14.51 -10.19 8.25
C 14.23 -8.96 -0.20
C 12.14 -13.59 4.62
C 20.29 -9.56 8.80
C 19.05 -9.65 7.91
C 11.47 -15.99 4.63
C 17.57 -13.23 -0.48
C 12.61 -15.02 4.76
C 16.51 -12.90 4.59
C 16.14 -13.73 5.88
C 13.05 -15.42 0.20
C 15.16 -9.09 1.00
C 21.67 -14.05 8.16
C 18.66 -15.98 1.53
C 18.56 -16.84 3.88
C 19.56 -15.34 7.68
C 18.61 -12.62 0.33
H 15.29 -8.12 1.46
H 16.63 -12.90 -0.06
H 20.55 -13.81 3.62
H 20.38 -8.52 9.11
H 19.38 -17.55 4.03
H 18.37 -12.85 1.41
H 21.90 -14.07 4.67
H 20.44 -13.28 5.33
H 14.35 -11.11 -0.54
H 20.27 -15.93 7.12
H 16.31 -11.20 5.72
H 11.81 -17.02 4.67
H 11.51 -13.45 3.75
H 18.58 -10.65 -0.78
H 18.21 -16.01 0.53
H 17.60 -12.99 4.42
H 19.34 -9.29 6.95
H 16.36 -14.23 3.16
H 13.22 -9.01 0.14
H 21.52 -13.35 7.34
H 16.40 -10.80 3.96
H 21.17 -9.75 8.21
H 13.18 -15.73 -1.90
H 13.83 -7.63 -1.50
H 11.48 -13.30 5.43
H 19.64 -10.69 0.61
H 18.74 -15.92 8.10
H 14.74 -9.86 1.69
H 11.97 -16.82 -1.06
H 16.54 -13.24 6.77
H 23.13 -10.54 4.96
H 17.78 -17.02 4.60
H 10.92 -15.72 3.70
H 12.73 -15.43 2.10
H 11.62 -15.10 -1.40
H 16.14 -9.41 0.65
H 14.77 -11.98 8.76
H 18.86 -15.80 4.15
H 14.40 -13.85 0.97
H 12.86 -13.32 0.02
H 14.29 -14.71 3.83
H 15.06 -13.80 5.90
H 13.05 -15.16 5.75
H 17.90 -10.64 0.86
H 13.80 -10.25 -2.03
H 22.31 -13.61 8.92
H 20.27 -10.16 9.71
H 17.69 -17.83 2.18
H 20.59 -12.54 0.25
H 15.96 -16.53 3.23
H 14.91 -11.45 4.67
H 23.46 -12.35 3.02
H 13.09 -11.43 9.11
H 22.22 -14.91 7.78
H 14.36 -13.89 -0.78
H 14.05 -8.34 7.61
H 19.72 -13.81 9.08
H 21.00 -11.27 3.77
H 18.12 -11.29 6.68
H 19.71 -11.69 7.25
H 17.19 -9.64 8.39
H 19.08 -14.68 6.91
H 21.35 -15.20 10.32
H 12.71 -9.20 8.04
H 17.62 -13.00 -1.54
H 18.41 -11.73 8.36
H 17.53 -14.31 -0.33
H 13.79 -16.18 0.34
H 16.54 -14.75 5.88
H 13.01 -12.96 4.53
H 23.49 -12.24 5.31
H 10.74 -15.86 5.44
H 22.12 -11.34 6.14
H 15.37 -10.04 -1.62
H 18.79 -14.95 1.80
H 19.68 -16.42 1.41

Entry 3:
Molecular formula: C39H42Cl2F4N3O24PS
Method: DFT, ωB97M-V/def2-TZVPD

**Multiplicity**: 1
**HOMO**: -0.313 hartree
**Orbital gap**: 7.80 eV
**SMILES string**: C[C@@H](Cl)[C@@H](Cl)c1c(COO)c(CCC(N)=O)c2c(c1N=C=O)C(=O)c1c(cc(COCOCCO)c(P(N)O)c1S(C)(=O)=O)C2=O.O=C1OC[C@@H](F)O1.O=C1OC[C@@H](F)O1.O=C1OC[C@@H](F)O1.O=C1OC[C@@H](F)O1
**Charge**: 0
**LUMO level**: -0.0258 Eh

Positions of all 116 atoms, in Å:
Cl 1.60 3.21 -2.70
Cl -1.52 6.01 -3.71
S -0.02 1.23 3.41
P 0.81 -2.10 3.64
F -0.60 7.27 5.97
F -9.39 2.83 2.67
F 3.95 -9.93 -3.39
F 8.34 -0.64 2.97
O -2.26 6.05 0.86
O -3.03 3.35 -6.46
O 5.42 -2.39 2.46
O -2.82 3.72 -5.08
O 6.79 -1.82 4.12
O -6.08 0.61 -2.89
O 1.12 -5.85 -0.39
O -3.87 -0.54 -1.11
O -1.13 1.53 4.29
O 0.31 -3.63 4.07
O 5.46 -8.80 -2.15
O 0.98 6.99 2.92
O 1.13 8.16 4.82
O -7.61 3.55 1.48
O 0.42 2.39 2.65
O -5.92 3.51 -0.02
O -2.28 2.56 1.87
O -7.66 2.10 -0.22
O -0.44 -4.23 -0.04
O 6.89 -8.36 -0.45
O 2.74 8.35 3.25
O 6.31 -10.48 -0.95
O 4.83 -2.83 4.58
O 4.57 -5.43 -0.91
N 2.21 -2.44 2.67
N -5.26 2.72 -2.92
N -0.80 4.31 0.15
C -1.47 0.37 1.26
C -0.48 -3.81 1.33
C -8.94 3.06 1.42
C -0.56 5.01 -2.59
C 2.26 -6.22 -1.14
C -1.66 3.04 -4.67
C -0.10 6.55 3.76
C -1.32 3.40 -0.87
C -2.34 1.30 -1.38
C -8.77 1.78 0.63
C 5.60 -2.39 3.80
C -1.90 1.82 1.02
C -2.86 0.01 -0.78
C -2.32 1.55 -2.75
C -1.25 3.69 -2.23
C 5.34 -11.05 -1.83
C 1.72 7.88 3.62
C 0.88 4.81 -3.17
C -4.22 0.95 -4.34
C 3.54 -6.18 -0.28
C -0.21 7.69 4.74
C -0.84 -2.33 1.37
C -2.86 0.52 -3.72
C -5.25 1.39 -3.32
C -0.31 -1.44 2.33
C -1.98 -0.53 0.33
C 1.84 5.87 -2.64
C 6.49 -1.64 1.87
C 6.28 -9.14 -1.11
C -1.61 5.17 0.48
C 5.21 -9.98 -2.89
C -1.75 2.78 -3.18
C -6.96 3.09 0.37
C 0.85 -4.47 -0.50
C -1.69 -1.88 0.37
C -1.85 2.20 -0.44
C 7.56 -1.75 2.93
C -0.61 -0.07 2.29
C 1.35 0.77 4.45
H -3.94 3.65 -6.61
H 1.02 0.04 5.18
H -4.08 1.78 -5.04
H 5.92 -10.06 -3.70
H -0.86 8.51 4.42
H -3.02 -0.44 -3.25
H 2.41 -5.61 -2.04
H 0.89 4.84 -4.26
H 1.58 1.70 4.98
H 5.33 -6.00 -1.02
H -4.63 0.12 -4.91
H 8.19 -2.63 2.85
H -0.42 5.60 -1.70
H 0.18 5.62 4.25
H 5.69 -12.00 -2.23
H -0.76 3.62 -4.90
H 1.60 -3.87 0.04
H 1.90 5.81 -1.55
H 2.96 -2.69 3.31
H 4.41 -11.21 -1.30
H 3.26 -5.75 0.69
H -4.37 3.18 -3.08
H -5.55 2.81 -1.95
H 6.79 -2.08 0.92
H -1.27 -4.41 1.80
H 0.99 -4.25 3.78
H 2.08 -7.25 -1.47
H 2.83 5.63 -3.01
H 1.56 6.87 -2.97
H 0.89 -4.18 -1.56
H -8.51 0.94 1.27
H -1.57 2.10 -5.21
H 6.18 -0.61 1.71
H -9.65 1.53 0.04
H -1.00 6.39 3.18
H 0.46 -4.02 1.81
H 2.48 -1.59 2.18
H -2.17 0.34 -4.55
H 3.92 -7.18 -0.09
H -2.10 -2.54 -0.38
H 2.23 0.44 3.91
H -9.57 3.81 0.94

Entry 4:
Molecular formula: C42H41Cl2N2O6
Method: DFT, ωB97M-V/def2-TZVPD

**Multiplicity**: 1
**HOMO**: -0.409 hartree
**Orbital gap**: 7.08 eV
**Charge**: +1
**LUMO level**: -0.1488 Eh

Positions of all 93 atoms, in Å:
Cl 1.23 6.02 0.65
Cl 1.14 3.88 -1.65
O -10.20 4.76 2.88
O -6.61 2.68 -0.47
O 4.35 -3.19 -2.23
O -2.00 1.04 3.05
O 4.94 -8.39 -3.31
O 8.21 -0.47 2.18
N 0.80 0.95 0.51
N -3.79 0.05 1.35
C 5.89 -3.87 -4.46
C 3.22 -7.71 -1.22
C 0.71 -0.15 -0.22
C -9.39 4.26 2.12
C 6.50 0.37 0.62
C 1.70 4.29 1.03
C 4.47 -4.38 -2.49
C 5.46 -6.18 -3.92
C 4.78 -7.20 -3.08
C -8.02 3.95 2.59
C 2.83 1.17 -0.89
C -11.07 4.16 0.29
C 6.25 -6.58 -4.99
C 3.78 -5.40 -1.67
C -9.17 3.16 -1.48
C 6.90 0.13 2.16
C -0.17 1.48 1.51
C -1.34 0.44 1.90
C 2.30 -5.95 0.15
C 5.29 -4.82 -3.65
C -8.81 3.42 -0.16
C 2.10 3.99 2.53
C -9.76 3.94 0.73
C 4.42 1.15 -0.71
C 2.05 -0.22 -1.07
C -2.45 0.31 0.75
C 1.66 3.33 0.00
C -11.42 3.88 -1.02
C -5.81 3.07 2.18
C 6.86 -5.63 -5.80
C 4.91 0.16 0.44
C -7.08 3.39 1.72
C 6.67 -4.27 -5.54
C -7.44 3.13 0.30
C 2.03 1.81 0.33
C -7.67 4.21 3.91
C 2.41 -7.31 -0.16
C 3.91 -6.76 -1.97
C 2.98 -5.00 -0.60
C -10.47 3.39 -1.91
C -5.47 3.31 3.50
C -6.39 3.89 4.37
H 2.69 1.65 -1.91
H 7.14 -3.53 -6.18
H -2.38 1.87 2.69
H 7.03 -0.44 0.01
H 1.99 -0.68 -2.11
H -11.81 4.55 0.98
H -5.08 2.62 1.51
H -2.20 -0.61 0.11
H 6.40 -7.63 -5.20
H -3.71 -0.61 2.14
H -8.43 2.77 -2.18
H -8.38 4.66 4.59
H 4.86 0.76 -1.70
H 2.65 -1.03 -0.51
H 1.17 3.70 3.14
H 2.88 -3.95 -0.35
H 5.75 -2.81 -4.27
H -0.63 2.47 1.24
H 4.68 -0.90 0.09
H 8.82 0.25 1.90
H 1.87 -8.05 0.42
H 4.43 0.35 1.45
H 4.76 2.22 -0.54
H -0.13 -0.90 -0.23
H -12.44 4.05 -1.36
H -2.42 1.28 0.14
H -0.91 -0.55 2.25
H 6.98 1.14 2.70
H 2.87 3.18 2.62
H 0.42 1.63 2.49
H 1.67 -5.64 0.98
H -4.28 -0.51 0.63
H 6.78 1.40 0.24
H 2.51 4.93 3.00
H 7.48 -5.94 -6.63
H -10.74 3.18 -2.94
H 2.66 1.62 1.25
H 3.31 -8.76 -1.46
H -6.12 4.09 5.40
H 6.13 -0.54 2.65
H -4.47 3.06 3.86

Entry 5:
Molecular formula: FH2O2P
Method: DFT, ωB97M-V/def2-TZVPD

**Multiplicity**: 1
**HOMO**: -0.429 hartree
**Orbital gap**: 11.64 eV
**SMILES string**: O=[PH2]OF
**Energy above the lowest of the compared OMol25 structures with the same formula, charge and spin**: 517.08 kJ/mol
**Charge**: 0
**LUMO level**: -0.0008 Eh

Positions of all 6 atoms, in Å:
P -0.05 0.10 0.51
F 0.07 -0.44 -2.01
O 0.76 0.06 -0.90
O 0.90 0.62 1.48
H -0.50 -1.20 0.68
H -1.17 0.86 0.24

Entry 6:
Molecular formula: C5H10N
Method: DFT, ωB97M-V/def2-TZVPD

**Multiplicity**: 1
**HOMO (alpha / beta)**: -0.462 / -0.502 hartree
**Orbital gap (alpha / beta)**: 6.62 / 8.45 eV
**Energy above the lowest of the compared OMol25 structures with the same formula, charge and spin**: 537.51 kJ/mol
**Charge**: +1
**LUMO level (alpha / beta)**: -0.2183 / -0.1917 Eh

Positions of all 16 atoms, in Å:
N -1.02 -0.51 0.19
C -1.68 0.19 1.30
C 1.09 0.95 0.11
C 0.26 -0.26 -0.15
C 1.14 -1.32 -0.63
C -1.86 0.79 0.02
H 1.63 1.04 -0.86
H 2.23 -1.18 -0.43
H -2.74 0.76 -0.53
H 0.70 1.83 0.58
H 0.84 -2.19 -0.24
H 0.93 -1.44 -1.70
H 1.95 0.70 0.73
H -1.11 1.56 -0.27
H -1.05 0.61 1.97
H -1.31 -1.51 -0.08

Entry 7:
Molecular formula: C30H64N5O6
Method: DFT, ωB97M-V/def2-TZVPD

**Expectation value of S²**: 0.755
**Multiplicity**: 2
**HOMO (alpha / beta)**: -0.312 / -0.330 hartree
**Orbital gap (alpha / beta)**: 8.81 / 9.06 eV
**Charge**: 0
**LUMO level (alpha / beta)**: 0.0117 / 0.0034 Eh

Positions of all 105 atoms, in Å:
O 2.67 -0.16 -0.93
O -2.45 2.33 -1.86
O -2.62 0.69 3.29
O -0.83 -4.79 6.07
O 3.67 -2.53 9.33
O 2.06 0.52 -6.67
N 2.89 -3.37 7.32
N 1.48 0.42 -1.13
N -2.32 -6.55 5.94
N 3.19 -1.00 -8.01
N -1.43 -1.06 4.23
C 0.08 5.44 -5.15
C 0.70 -0.17 -2.27
C -1.82 3.83 -3.93
C 4.42 -0.87 -7.27
C -1.41 -5.75 6.58
C 3.14 -1.90 -9.14
C 0.09 2.70 -1.29
C -1.04 1.94 -2.20
C 4.10 -3.04 6.60
C -2.49 6.07 -5.16
C 2.80 -3.07 8.66
C -0.88 0.32 -2.32
C 2.68 2.60 -2.09
C -3.07 3.25 1.90
C -0.42 -1.05 3.19
C -2.65 -6.28 4.55
C -1.31 -2.02 5.31
C 0.62 -1.81 -1.95
C -3.35 3.27 0.28
C -0.83 2.53 -3.75
C -1.42 4.79 -5.25
C -2.27 4.65 2.31
C 1.81 -4.02 6.60
C -2.97 -7.66 6.60
C 2.04 2.32 0.44
C 2.09 -0.26 -7.62
C -2.46 -0.15 4.17
C 1.40 -0.06 -3.75
C 1.51 1.92 -1.10
C -2.80 1.90 -0.50
H -2.13 -1.91 6.02
H 4.27 -1.96 6.67
H 5.20 -1.52 -7.69
H -1.60 4.21 -6.25
H 1.71 3.42 0.70
H -3.06 -5.26 4.48
H -1.68 4.55 -2.99
H -4.50 3.36 0.01
H -4.11 3.30 2.47
H 1.21 -0.43 -8.25
H -4.05 -7.50 6.59
H -2.93 5.24 3.11
H -1.44 -0.31 -1.51
H 0.96 -4.21 7.26
H 0.06 -0.07 3.16
H -3.39 -6.99 4.18
H 3.88 -1.59 -9.88
H 1.55 -2.35 -2.42
H -1.23 -6.04 7.62
H 0.37 5.81 -4.07
H 1.57 1.04 -4.13
H -3.43 5.67 -4.56
H 1.48 -3.36 5.79
H 1.84 -3.37 9.11
H 0.83 4.68 -5.63
H 2.23 3.09 -3.05
H 3.22 2.31 0.46
H -1.09 1.74 -4.57
H -1.94 1.38 0.11
H -1.17 4.44 2.67
H 4.94 -3.55 7.07
H 3.22 3.46 -1.48
H -3.17 -0.24 5.01
H 0.68 -1.93 -0.78
H 2.38 -0.72 -3.75
H 4.02 -3.34 5.56
H -0.91 -1.23 2.22
H -0.36 -1.85 5.83
H 0.26 2.90 -3.95
H 0.34 3.72 -1.85
H -2.73 -8.59 6.06
H -0.28 3.03 -0.21
H -1.33 -3.03 4.89
H 0.11 6.41 -5.84
H 2.15 -1.90 -9.61
H -2.17 5.40 1.39
H 1.57 1.56 1.22
H 4.75 0.17 -7.30
H -2.87 6.42 -6.21
H -2.63 -7.76 7.64
H -2.05 6.95 -4.50
H 3.49 1.82 -2.43
H -2.82 4.17 -0.29
H -2.53 2.28 2.29
H -1.30 -0.07 -3.37
H -1.74 -6.34 3.95
H 0.64 -0.56 -4.52
H 4.24 -1.15 -6.22
H -0.39 -2.29 -2.37
H 0.33 -1.82 3.37
H 2.17 -4.96 6.19
H -3.70 1.11 -0.50
H 3.37 -2.91 -8.79
H -2.95 3.53 -4.12

Entry 8:
Molecular formula: C5H14N2O
Method: DFT, ωB97M-V/def2-TZVPD

**Multiplicity**: 1
**HOMO**: -0.275 hartree
**Orbital gap**: 8.43 eV
**Energy above the lowest of the compared OMol25 structures with the same formula, charge and spin**: 723.76 kJ/mol
**Charge**: 0
**LUMO level**: 0.0350 Eh

Positions of all 22 atoms, in Å:
O 1.98 -1.05 -1.41
N 0.55 1.32 1.15
N 1.32 -1.16 -0.13
C -1.94 -0.40 0.80
C 0.60 0.77 0.02
C -1.27 0.03 -0.48
C -1.78 1.32 -1.07
C 2.34 -1.15 0.89
H 1.58 -1.77 -1.92
H -3.03 -0.42 0.67
H 1.03 1.07 -0.93
H -1.71 0.32 1.60
H -2.83 1.20 -1.35
H -1.22 -0.77 -1.23
H 1.13 2.15 1.22
H -1.23 1.61 -1.97
H -1.61 -1.39 1.12
H 3.11 -0.39 0.72
H 0.05 -0.35 -0.18
H 2.83 -2.13 0.96
H 1.85 -0.94 1.85
H -1.72 2.13 -0.34

Entry 9:
Molecular formula: C2H10N2O2
Method: DFT, ωB97M-V/def2-TZVPD

**Multiplicity**: 1
**HOMO**: -0.291 hartree
**Orbital gap**: 8.63 eV
**SMILES string**: N/C=C/N.O.O
**Energy above the lowest of the compared OMol25 structures with the same formula, charge and spin**: 83.31 kJ/mol
**Charge**: 0
**LUMO level**: 0.0263 Eh

Positions of all 16 atoms, in Å:
O 0.36 -3.05 0.62
O -0.32 -0.89 2.43
N 0.29 2.84 -0.49
N -0.14 -0.80 -1.40
C -0.36 0.53 -0.89
C 0.48 1.56 -0.99
H 0.44 -0.75 -2.24
H -0.22 -0.14 1.83
H -0.89 -0.57 3.14
H -0.27 -3.77 0.56
H -0.62 3.04 -0.11
H 0.77 3.59 -0.93
H -1.30 0.66 -0.36
H 1.40 1.44 -1.56
H 0.46 -1.31 -0.75
H -0.08 -2.37 1.15

Look up the multiplicity of the first one.
1

Please write out number 8 again, unchanged.
Molecular formula: C5H14N2O
Method: DFT, ωB97M-V/def2-TZVPD

**Multiplicity**: 1
**HOMO**: -0.275 hartree
**Orbital gap**: 8.43 eV
**Energy above the lowest of the compared OMol25 structures with the same formula, charge and spin**: 723.76 kJ/mol
**Charge**: 0
**LUMO level**: 0.0350 Eh

Positions of all 22 atoms, in Å:
O 1.98 -1.05 -1.41
N 0.55 1.32 1.15
N 1.32 -1.16 -0.13
C -1.94 -0.40 0.80
C 0.60 0.77 0.02
C -1.27 0.03 -0.48
C -1.78 1.32 -1.07
C 2.34 -1.15 0.89
H 1.58 -1.77 -1.92
H -3.03 -0.42 0.67
H 1.03 1.07 -0.93
H -1.71 0.32 1.60
H -2.83 1.20 -1.35
H -1.22 -0.77 -1.23
H 1.13 2.15 1.22
H -1.23 1.61 -1.97
H -1.61 -1.39 1.12
H 3.11 -0.39 0.72
H 0.05 -0.35 -0.18
H 2.83 -2.13 0.96
H 1.85 -0.94 1.85
H -1.72 2.13 -0.34